Here is 10 unconnected molecules or ions with the total composition C14H47ClN13O13 from OMol25. Energies are from ωB97M-V/def2-TZVPD.

Properties
* total energy: -73788.10283 eV
* energy relative to the best compared isomer or geometry (same formula, charge and spin): 72.78 kJ/mol
* net charge: -1
* LUMO: 1.925 eV
* Kohn-Sham gap: 0.3239 Eh
* HOMO energy: -0.253 Ha
* F_max: 0.12863 hartree/bohr

Each atom is followed by the atoms it is bonded to, with distances in Å.
CARTESIAN COORDINATES (ANGSTROEM)
1 Cl 0.8743 0.1867 -0.9795  O2 1.502, O3 1.424, O4 1.456, O5 1.427
2 O 0.4044 -1.0343 -1.7174  Cl1 1.502
3 O 0.2459 1.4280 -1.2828  Cl1 1.424
4 O 0.9137 0.0091 0.4649  Cl1 1.456
5 O 2.2424 0.2357 -1.3831  Cl1 1.427
6 C 1.1470 2.2866 2.8784  C7 1.526, H9 1.090, H10 1.090, H11 1.090
7 C 0.6016 1.2418 3.8474  C6 1.526, O8 1.394, H12 1.090, H13 1.090
8 O -0.7793 1.1496 4.0153  C7 1.394, H14 0.960
9 H 2.2120 2.1446 2.6951  C6 1.090
10 H 0.9356 3.1907 3.4494  C6 1.090
11 H 0.3887 2.3692 2.0997  C6 1.090
12 H 1.1091 1.2472 4.8121  C7 1.090
13 H 0.8036 0.2706 3.3956  C7 1.090
14 H -1.0962 0.7628 3.1958  O8 0.960
15 C -3.2042 2.2463 -0.8760  C16 1.474, H18 1.090, H19 1.090, H20 1.090
16 C -3.8440 2.4507 0.4363  C15 1.474, O17 1.337, H21 1.090, H22 1.090
17 O -2.9779 2.3628 1.4507  C16 1.337, H23 0.960
18 H -2.5610 1.3686 -0.8129  C15 1.090
19 H -2.5865 3.0815 -1.2061  C15 1.090
20 H -3.9545 2.1610 -1.6620  C15 1.090
21 H -4.6968 1.7831 0.5601  C16 1.090
22 H -4.4320 3.3648 0.5179  C16 1.090
23 H -3.0917 1.4666 1.7755  O17 0.960
24 C -0.4779 4.8737 1.3551  O25 1.197, N26 1.263, N27 1.290
25 O 0.6256 5.2777 1.1294  C24 1.197
26 N -1.0024 3.9682 0.6487  C24 1.263, H28 1.010, H29 1.010
27 N -1.1796 5.1088 2.4120  C24 1.290, H30 1.010, H31 1.010
28 H -0.4527 3.5745 -0.1015  N26 1.010
29 H -1.8120 3.4706 0.9909  N26 1.010
30 H -2.0282 4.5618 2.3832  N27 1.010
31 H -1.0240 5.9538 2.9429  N27 1.010
32 C 2.4540 -3.4391 -5.3144  O33 1.198, N34 1.285, N35 1.300
33 O 3.4372 -3.9954 -4.9166  C32 1.198
34 N 1.8096 -2.6019 -4.5834  C32 1.285, H36 1.010, H37 1.010
35 N 1.9075 -3.5686 -6.4864  C32 1.300, H38 1.010, H39 1.010
36 H 1.0808 -2.0335 -4.9907  N34 1.010
37 H 2.1436 -2.4203 -3.6476  N34 1.010
38 H 2.3639 -4.3104 -6.9980  N35 1.010
39 H 1.2059 -2.9886 -6.9238  N35 1.010
40 C 2.2034 -2.8579 2.8134  O41 1.205, N42 1.257, N43 1.271
41 O 2.6007 -3.7610 3.5051  C40 1.205
42 N 1.5022 -3.0145 1.7825  C40 1.257, H44 1.010, H45 1.010
43 N 2.3672 -1.6546 3.1891  C40 1.271, H46 1.010, H47 1.010
44 H 1.2786 -3.9770 1.5738  N42 1.010
45 H 1.3546 -2.2025 1.2003  N42 1.010
46 H 2.9974 -1.4417 3.9491  N43 1.010
47 H 1.9780 -0.9147 2.6225  N43 1.010
48 C -0.6415 -4.4679 -2.2689  O49 1.204, N50 1.336, N51 1.280
49 O -0.9698 -5.6253 -2.3057  C48 1.204
50 N -1.2823 -3.5749 -3.0281  C48 1.336, H52 1.010, H53 1.010
51 N 0.1015 -3.9673 -1.3550  C48 1.280, H54 1.010, H55 1.010
52 H -1.0884 -2.5871 -2.9463  N50 1.010
53 H -1.8961 -4.0400 -3.6816  N50 1.010
54 H 0.5809 -4.5810 -0.7119  N51 1.010
55 H 0.2091 -2.9642 -1.3055  N51 1.010
56 C 3.6566 4.0391 -0.5190  O57 1.180, N58 1.292, N59 1.295
57 O 4.2612 4.7528 0.2001  C56 1.180
58 N 4.1359 3.6290 -1.6471  C56 1.292, H60 1.010, H61 1.010
59 N 2.4464 3.6077 -0.3577  C56 1.295, H62 1.010, H63 1.010
60 H 5.0787 3.8228 -1.9532  N58 1.010
61 H 3.6389 2.9154 -2.1607  N58 1.010
62 H 1.9953 3.9870 0.4625  N59 1.010
63 H 1.9734 2.8655 -0.8531  N59 1.010
64 C 2.6975 1.8227 -4.6113  O65 1.279, N66 1.296, N67 1.295
65 O 3.2419 2.1271 -5.7273  C64 1.279
66 N 2.0677 2.6227 -3.8094  C64 1.296, H68 1.010, H69 1.010
67 N 2.6439 0.5813 -4.2451  C64 1.295, H70 1.010, H71 1.010
68 H 1.5512 2.2586 -3.0215  N66 1.010
69 H 1.8294 3.5564 -4.1119  N66 1.010
70 H 2.3886 0.3407 -3.2980  N67 1.010
71 H 3.1002 -0.1108 -4.8221  N67 1.010
72 C -1.9429 -4.2185 2.2783  C73 1.440, H78 1.090, H79 1.090, H80 1.090
73 C -2.6376 -2.9664 2.4353  C72 1.440, C74 1.605, N77 1.442, H81 1.090
74 C -1.7404 -1.6386 2.3561  C73 1.605, O75 1.428, H82 1.090, H83 1.090
75 O -2.4483 -0.4173 2.5710  C74 1.428, C76 1.424
76 C -3.4451 -0.3689 3.5870  O75 1.424, H84 1.090, H85 1.090, H86 1.090
77 N -3.7010 -2.9385 1.4617  C73 1.442, H87 1.010, H88 1.010
78 H -2.6195 -5.0563 2.4469  C72 1.090
79 H -1.1143 -4.2965 2.9822  C72 1.090
80 H -1.5515 -4.2665 1.2622  C72 1.090
81 H -3.0183 -3.1346 3.4428  C73 1.090
82 H -1.1236 -1.5200 1.4652  C74 1.090
83 H -0.9607 -1.7965 3.1012  C74 1.090
84 H -3.1678 -0.0306 4.5854  C76 1.090
85 H -4.0216 -1.2935 3.6158  C76 1.090
86 H -4.1770 0.4069 3.3618  C76 1.090
87 H -4.4624 -2.6986 2.0803  N77 1.010
88 H -3.5749 -2.1569 0.8344  N77 1.010